Record 1
Formula: C5H6CuO4
Source: the Open Molecules 2025 dataset
Level of theory: wB97M-V/def2-TZVPD

The geometry in XYZ format:
```
16
Properties=species:S:1:pos:R:3
O 2.15 0.73 -0.89
C 1.57 -0.08 -0.10
O 2.17 -0.48 0.94
O 0.36 -0.52 -0.35
C -0.52 -0.74 0.75
C -1.87 -1.19 0.23
Cu 3.50 0.60 0.33
H -0.57 0.15 1.39
H -0.12 -1.55 1.38
H -1.82 -2.28 0.27
H -3.24 -1.30 -1.56
C -2.60 0.71 -0.50
C -2.39 -0.74 -1.14
O -3.00 1.73 -0.30
H -3.10 -1.39 0.31
H -1.63 -0.55 -1.91
```

Computed properties:
HOMO-LUMO gap (spin up / spin down) ... 0.3614 / 0.2824 Eh
Multiplicity ... 2
Energy relative to the best compared isomer or geometry (same formula, charge and spin) ... 39.93 kcal per mole
Total charge ... +2
<S²> ... 0.754
Electronic energy ... -58087.76689 eV
Strongest force on any atom ... 6.57 eV/Å

***

Record 2
Formula: C2H3O3
Source: the Open Molecules 2025 dataset
Level of theory: wB97M-V/def2-TZVPD

The geometry in XYZ format:
```
8
Properties=species:S:1:pos:R:3
O -1.75 -1.97 0.33
C -1.43 -0.85 -0.08
C -0.05 -0.24 0.09
O 0.00 0.89 -0.41
O 2.50 1.21 0.26
H -1.99 -0.12 -0.59
H 0.72 -0.89 0.64
H 2.00 1.96 -0.24
```

Computed properties:
HOMO-LUMO gap (spin up / spin down) ... 0.3439 / 0.3264 Eh
Multiplicity ... 2
Energy relative to the best compared isomer or geometry (same formula, charge and spin) ... 0.00 kcal per mole
<S²> ... 0.753
Electronic energy ... -8260.83484 eV
Strongest force on any atom ... 3.42 eV/Å

***

Record 3
Formula: C4H11NO
Source: the Open Molecules 2025 dataset
Level of theory: wB97M-V/def2-TZVPD

The geometry in XYZ format:
```
17
Properties=species:S:1:pos:R:3
N 0.89 -2.10 0.51
C 1.00 -0.69 0.90
C 1.10 0.31 -0.25
C -0.11 0.31 -1.20
C -1.43 0.60 -0.49
O -1.34 1.66 0.44
H 0.31 -2.20 -0.31
H 1.82 -2.41 0.29
H 1.90 -0.63 1.50
H 0.16 -0.45 1.55
H 1.19 1.31 0.18
H 2.03 0.14 -0.79
H 0.08 1.10 -1.92
H -0.14 -0.67 -1.66
H -2.22 0.90 -1.17
H -1.70 -0.33 0.04
H -0.99 1.30 1.27
```

Computed properties:
HOMO-LUMO gap ... 0.3823 Eh
Multiplicity ... 1
Energy relative to the best compared isomer or geometry (same formula, charge and spin) ... 22.89 kcal per mole
Electronic energy ... -7863.56079 eV
Structure (SMILES) ... NCCCCO
Strongest force on any atom ... 1.05 eV/Å

***

Record 4
Formula: C12H22I2O9
Source: the Open Molecules 2025 dataset
Level of theory: wB97M-V/def2-TZVPD

The geometry in XYZ format:
```
45
Properties=species:S:1:pos:R:3
C -3.81 -1.86 7.10
C -4.47 -1.55 5.65
I -5.44 -3.46 5.06
C -3.29 -1.25 4.58
I -2.91 -3.12 3.48
O -3.58 -0.12 3.69
C -2.33 0.60 3.60
O -2.20 1.77 4.01
O -1.16 -0.03 3.02
H -4.14 -1.05 7.85
H -2.67 -1.96 7.05
H -4.20 -2.86 7.53
H -5.30 -0.78 5.68
H -2.36 -0.92 5.20
H -0.76 -0.51 3.79
C 0.96 1.06 0.95
C 1.20 -0.06 -0.05
O 2.44 0.12 -0.74
C 3.54 -0.21 -0.05
O 3.57 -0.66 1.07
O 4.61 0.05 -0.82
C 5.86 -0.18 -0.17
H 1.04 2.04 0.46
H -0.03 0.97 1.40
H 1.71 1.05 1.74
H 0.41 -0.04 -0.81
H 1.16 -1.04 0.43
H 5.91 -1.19 0.25
H 6.02 0.57 0.61
H 6.65 -0.08 -0.91
C 2.50 1.24 -4.79
C 1.32 0.93 -3.89
O 0.11 1.51 -4.40
C -0.46 0.85 -5.42
O -0.06 -0.17 -5.93
O -1.55 1.54 -5.80
C -2.20 0.99 -6.95
H 2.58 2.32 -4.96
H 3.43 0.88 -4.35
H 2.38 0.78 -5.77
H 1.49 1.37 -2.91
H 1.20 -0.15 -3.74
H -2.43 -0.07 -6.81
H -1.58 1.14 -7.84
H -3.14 1.53 -7.09
```

Computed properties:
HOMO-LUMO gap ... 0.2724 Eh
Multiplicity ... 1
Energy relative to the best compared isomer or geometry (same formula, charge and spin) ... 32.86 kcal per mole
Electronic energy ... -47426.82652 eV
Strongest force on any atom ... 5.50 eV/Å

***

Record 5
Formula: C2H9N4S
Source: the Open Molecules 2025 dataset
Level of theory: wB97M-V/def2-TZVPD

The geometry in XYZ format:
```
16
Properties=species:S:1:pos:R:3
C 0.28 -1.24 1.10
C 0.58 0.09 -1.00
N 0.20 -2.48 1.63
N 0.56 -0.27 1.98
N -1.21 2.96 -2.23
N 0.23 -1.03 -0.24
S -1.71 1.62 -1.42
H 1.31 0.77 -0.45
H 0.84 0.08 -2.09
H 0.33 -2.53 2.60
H -0.26 -3.15 1.04
H 0.72 -0.55 2.89
H 1.13 0.64 1.88
H -1.37 3.09 -3.26
H -1.36 3.77 -1.77
H -0.27 -1.78 -0.64
```

Computed properties:
HOMO-LUMO gap (spin up / spin down) ... 0.2743 / 0.2889 Eh
Multiplicity ... 1
Energy relative to the best compared isomer or geometry (same formula, charge and spin) ... 52.46 kcal per mole
Total charge ... +1
Electronic energy ... -19006.83640 eV
Strongest force on any atom ... 3.43 eV/Å

***

Record 6
Formula: C10H21EuINO2P2
Source: the Open Molecules 2025 dataset
Level of theory: wB97M-V/def2-TZVPD

The geometry in XYZ format:
```
38
Properties=species:S:1:pos:R:3
C 0.00 -0.02 -6.67
C 0.01 0.70 -5.35
H 0.00 0.71 -7.49
H -0.89 -0.66 -6.73
H 0.88 -0.67 -6.73
O 0.02 1.87 -5.15
I -0.01 -0.75 -3.64
Eu 0.00 0.00 1.20
P 2.31 -0.15 1.12
C 3.28 1.16 1.97
C 2.98 -1.70 1.83
H 4.06 -1.76 1.69
H 4.08 -0.29 -0.57
H 2.49 -2.54 1.32
H 2.50 -0.93 -1.15
H 3.01 1.17 3.03
H 2.73 -1.74 2.89
C 2.99 -0.14 -0.58
H 4.35 0.98 1.87
H 2.76 0.82 -1.06
H 3.02 2.13 1.55
P -2.31 -0.10 1.12
C -3.25 1.22 1.97
C -3.00 -0.08 -0.58
H -2.53 -2.49 1.33
H -4.09 -1.68 1.70
H -2.76 -1.69 2.90
C -3.01 -1.64 1.83
H -2.52 -0.89 -1.14
H -4.08 -0.22 -0.57
H -4.33 1.07 1.87
H -2.98 2.19 1.55
H -2.75 0.87 -1.05
H -2.99 1.23 3.04
C 0.02 1.53 2.19
O 0.03 2.51 2.83
N 0.00 0.00 4.46
C 0.00 0.00 3.20
```

Computed properties:
HOMO-LUMO gap (spin up / spin down) ... 0.1880 / 0.2062 Eh
Multiplicity ... 7
Total charge ... +2
<S²> ... 12.358
Electronic energy ... -62275.85993 eV
Strongest force on any atom ... 18.23 eV/Å

***

Among the records above, which one has the highest strongest force on any atom? C10H21EuINO2P2

***

Which formula does entry 1 have? C5H6CuO4

***

Number 5 is which compound? C2H9N4S

***

Which formula does entry 5 have? C2H9N4S